1.
Here is a structure of composition C18H35F6N4OV from the Open Molecules 2025 dataset. Energies are from ωB97M-V with the def2-TZVPD basis set.

Cartesian coordinates (Å):
V 0.328 -1.101 0.004
N 2.085 -0.634 -0.418
N 0.376 -0.535 1.785
N -0.944 -0.449 -1.404
N -1.787 -1.058 0.492
H 3.020 -1.349 1.334
C 3.057 -0.496 0.653
H 2.856 0.420 1.237
H 4.067 -0.443 0.228
H 3.469 -0.834 -1.995
C 2.583 -0.238 -1.717
H 2.871 0.828 -1.697
H 1.822 -0.386 -2.492
C 0.762 -1.404 2.879
H -0.053 -1.493 3.620
H 0.992 -2.412 2.494
H 1.650 -1.001 3.397
H -1.009 0.616 2.920
C -0.209 0.745 2.167
H 0.577 1.385 2.605
H -0.610 1.267 1.285
C -0.878 -0.445 -2.873
H -0.075 -1.170 -3.095
C -0.436 0.905 -3.413
H 0.302 1.396 -2.764
H -0.020 0.771 -4.423
H -1.290 1.588 -3.505
C -2.155 -0.926 -3.550
H -2.003 -0.877 -4.634
H -2.383 -1.967 -3.282
H -3.017 -0.295 -3.311
H -3.723 -3.635 1.580
C -3.168 -3.086 0.812
H -3.865 -2.744 0.041
H -2.442 -3.762 0.341
C -2.477 -1.909 1.479
H -1.651 -2.316 2.084
C -3.371 -1.112 2.429
H -3.298 -0.033 2.255
H -4.415 -1.416 2.298
H -3.101 -1.312 3.478
H -3.019 -0.084 -1.013
C -2.059 -0.495 -0.645
C 0.733 -2.942 -0.387
H 1.319 -2.730 -1.297
H 1.394 -2.943 0.494
C -0.056 -4.195 -0.519
H -0.552 -4.502 0.410
C -0.036 -4.957 -1.650
H 0.405 -4.512 -2.549
H -0.521 -5.925 -1.771
C 0.640 3.849 0.905
C 0.658 3.207 -0.493
O 0.495 1.921 -0.544
C -0.463 4.032 -1.315
F -0.393 5.384 -1.090
F -0.400 3.852 -2.659
F -1.702 3.628 -0.904
C 2.086 3.602 -1.118
F 2.322 4.948 -1.116
F 3.075 3.032 -0.359
F 2.258 3.164 -2.391
H -0.362 3.724 1.335
H 0.892 4.913 0.847
H 1.359 3.324 1.545

HOMO (spin up / spin down), eV: -7.6 / -7.6
Total charge: 0
Frontier orbital gap (spin up / spin down), eV: 6.385 / 6.387

Here are the natural (NBO) charges for atoms 1 to 6, given in e:
1 V 1.53
2 N -0.49
3 N -0.51
4 N -0.58
5 N -0.60
6 H 0.18


2.
Here is a structure of composition C18H35LaN6O3 from the Open Molecules 2025 dataset. Energies are from ωB97M-V with the def2-TZVPD basis set.

Cartesian coordinates (Å):
La 1.345 0.503 -0.793
C -0.941 3.106 -4.316
C 0.140 2.641 -3.231
N -0.684 1.878 -2.237
C -1.388 2.787 -1.396
C -1.708 2.142 -0.132
N -0.470 2.030 0.679
C -0.453 3.081 1.645
C 0.907 3.368 2.319
C 1.479 2.270 3.215
N 0.447 1.575 3.871
C 0.818 0.096 3.870
C 0.963 -0.465 2.543
N 1.890 -0.226 1.466
C -1.834 4.125 -4.284
H 1.647 3.501 1.506
H -1.093 2.151 -4.854
H 0.725 3.435 -2.673
H 0.944 1.873 -3.611
H -1.296 1.246 -2.747
H -2.350 2.942 -1.959
H -0.874 3.769 -1.186
H -2.153 1.060 -0.278
H -2.604 2.615 0.329
H -0.482 1.222 1.337
H -1.262 2.911 2.624
H -0.601 3.957 0.993
H 0.943 4.397 2.836
H 3.206 2.732 -1.634
H 2.200 2.703 3.836
H 2.113 1.692 2.509
H 0.342 1.928 4.827
H -0.082 -0.410 4.233
H 1.577 -0.066 4.640
H 0.045 -0.363 2.096
H 1.007 -1.566 2.767
H 2.796 0.000 1.786
H -1.560 4.939 -3.613
H -2.768 3.953 -4.708
N -0.346 -4.068 -2.415
C 0.457 -3.050 -3.221
C 0.900 -1.785 -2.589
O 0.180 -0.749 -2.790
O 2.007 -1.798 -1.905
H -0.355 -5.080 -2.754
H 0.262 -4.197 -1.640
H -0.125 -2.821 -4.114
H 1.429 -3.539 -3.548
C -0.895 -5.760 1.799
C -0.654 -4.353 1.247
C -1.728 -3.454 0.977
C -1.374 -2.276 0.329
N -0.173 -1.821 0.069
C 0.857 -2.700 0.401
C 0.626 -3.952 0.903
H -1.669 -6.326 1.301
H -1.238 -5.583 2.865
H 0.043 -6.304 1.693
H -2.811 -3.735 1.037
H -2.139 -1.591 0.075
H 1.799 -2.312 0.057
H 1.443 -4.603 0.958
O 2.574 2.326 -1.010

HOMO, eV: -7.0
Total charge: 0
Frontier orbital gap, eV: 7.509

Here are the Löwdin charges for atoms 1 to 6, given in e:
1 La 2.03
2 C -0.14
3 C -0.21
4 N -0.17
5 C -0.29
6 C -0.24


3.
Here is a structure of composition C18H35N2Si4SnTe from the Open Molecules 2025 dataset. Energies are from ωB97M-V with the def2-TZVPD basis set.

Cartesian coordinates (Å):
Sn -0.332 1.266 0.554
N 1.073 0.188 -1.366
C 2.248 -0.378 -0.806
C 3.444 -0.441 -1.478
C 4.566 -1.042 -0.889
C 4.480 -1.622 0.345
C 3.282 -1.548 1.078
C 3.134 -2.089 2.372
C 1.971 -1.869 3.062
C 0.981 -1.080 2.472
N 1.063 -0.604 1.251
C 2.174 -0.856 0.524
H 1.288 0.628 -2.259
H 0.376 -0.538 -1.531
H 3.522 -0.029 -2.473
H 5.498 -1.053 -1.429
H 5.329 -2.118 0.788
H 3.943 -2.667 2.797
H 1.824 -2.260 4.056
H 0.088 -0.814 3.018
C -8.047 -0.675 -0.300
Si -6.188 -0.977 -0.602
C -5.900 -1.221 -2.476
C -5.682 -2.575 0.312
Si -5.007 0.952 0.184
Te -2.492 -0.154 0.017
Si -5.231 2.831 -1.274
C -4.463 4.402 -0.495
C -7.119 3.075 -1.443
C -4.461 2.581 -3.005
Si -5.425 1.454 2.480
C -5.322 -0.103 3.586
C -7.196 2.167 2.517
C -4.193 2.759 3.151
H -8.643 -1.485 -0.706
H -8.386 0.242 -0.768
H -8.273 -0.607 0.758
H -6.311 -2.165 -2.821
H -4.841 -1.220 -2.716
H -6.371 -0.434 -3.054
H -6.199 -3.442 -0.089
H -5.915 -2.519 1.369
H -4.617 -2.759 0.221
H -4.995 4.691 0.406
H -4.496 5.249 -1.174
H -3.422 4.240 -0.226
H -7.594 3.172 -0.470
H -7.580 2.229 -1.945
H -7.367 3.965 -2.015
H -3.400 2.364 -2.937
H -4.575 3.464 -3.627
H -4.930 1.754 -3.527
H -6.121 -0.799 3.353
H -5.403 0.141 4.642
H -4.381 -0.625 3.440
H -7.902 1.479 2.060
H -7.256 3.103 1.971
H -7.540 2.360 3.529
H -3.166 2.420 3.033
H -4.351 2.963 4.206
H -4.290 3.700 2.620

HOMO, eV: -10.7
Total charge: +1
Frontier orbital gap, eV: 7.322

Here are the natural (NBO) charges for atoms 1 to 6, given in e:
1 Sn 0.94
2 N -0.84
3 C 0.10
4 C -0.19
5 C -0.18
6 C -0.17


4.
Here is a structure of composition C18H35N4O3PSn from the Open Molecules 2025 dataset. Energies are from ωB97M-V with the def2-TZVPD basis set.

Cartesian coordinates (Å):
Sn -0.008 0.385 0.386
C -2.000 -0.893 0.021
O -3.147 -0.965 0.209
C -0.644 2.823 0.346
O -0.655 3.935 0.655
C 2.265 -0.069 -0.294
O 3.393 -0.021 -0.002
C -1.824 0.382 -2.976
P -0.126 -0.071 -2.361
H 0.445 -1.658 -4.081
H -2.455 -0.413 -2.549
C 1.042 1.051 -3.327
H 0.536 1.153 -4.299
C -1.877 0.259 -4.505
H -1.315 -0.603 -4.887
H -1.493 1.163 -5.002
H -2.920 0.133 -4.841
C -2.353 1.736 -2.500
H -1.880 2.568 -3.042
C 1.350 -2.511 -2.295
H -2.217 1.876 -1.422
H -3.434 1.789 -2.717
C -1.078 -2.667 -2.930
H 0.989 -3.277 -1.594
H 1.975 -3.048 -3.023
H 1.995 -1.821 -1.730
C 0.186 -1.807 -3.017
H -0.807 -3.721 -3.068
H -1.808 -2.417 -3.709
H -1.555 -2.603 -1.941
C 2.396 0.363 -3.477
H 2.824 0.173 -2.488
H 3.118 1.002 -4.003
H 2.352 -0.589 -4.011
C 1.212 2.436 -2.691
H 0.254 2.918 -2.483
H 1.751 3.092 -3.390
H 1.821 2.415 -1.777
H 0.414 -3.246 0.394
H 0.036 -3.053 1.038
C 0.037 1.603 3.285
N 0.082 0.218 2.719
C -1.068 -0.602 3.318
N -1.017 -0.598 4.795
C -1.046 0.799 5.273
N 0.096 1.586 4.763
C 1.347 0.910 5.167
N 1.424 -0.491 4.671
C 1.350 -0.481 3.195
C 0.261 -1.181 5.237
H -0.874 2.112 2.951
H 0.897 2.160 2.896
H -0.992 -1.634 2.957
H -2.024 -0.185 2.982
H -1.034 0.798 6.370
H -1.977 1.264 4.935
H 2.196 1.477 4.771
H 1.413 0.877 6.263
H 1.337 -1.502 2.792
H 2.231 0.026 2.784
H 0.321 -1.124 6.331
H 0.282 -2.227 4.927

HOMO (spin up / spin down), eV: -22.4 / -21.7
Total charge: +4
Frontier orbital gap (spin up / spin down), eV: 5.948 / 5.078

Here are the natural (NBO) charges for atoms 1 to 6, given in e:
1 Sn 1.35
2 C 0.44
3 O -0.29
4 C 0.48
5 O -0.28
6 C 0.41


5.
Here is a structure of composition C18H36BCl10CsF4O4S2 from the Open Molecules 2025 dataset. Energies are from ωB97M-V with the def2-TZVPD basis set.

Cartesian coordinates (Å):
Cs 3.762 -0.021 -4.436
B 1.043 -1.534 -0.729
F 0.875 -0.205 -0.956
F 2.219 -1.979 -1.329
F 1.152 -1.702 0.637
F -0.056 -2.202 -1.212
C 4.113 4.975 0.608
C 4.192 6.475 0.035
C 2.927 7.276 0.262
S 1.606 6.028 0.430
O 0.680 6.077 -0.710
O 1.213 6.171 1.800
C 2.697 4.513 0.226
H 4.503 4.968 1.626
H 4.838 4.378 0.055
H 4.419 6.432 -1.031
H 5.088 6.922 0.466
H 2.846 7.958 -0.585
H 3.058 7.814 1.201
H 2.657 4.408 -0.858
H 2.173 3.681 0.697
C -3.352 2.656 0.701
C -4.588 2.384 1.582
C -5.760 3.328 0.995
S -5.179 4.247 -0.497
O -4.763 5.576 -0.139
O -6.193 4.024 -1.536
C -3.716 3.027 -0.721
H -2.652 1.826 0.794
H -2.820 3.474 1.186
H -4.230 2.557 2.597
H -4.791 1.325 1.423
H -6.236 4.029 1.681
H -6.601 2.753 0.609
H -2.945 3.488 -1.338
H -4.061 2.158 -1.282
Cl 2.580 -7.893 1.853
C 1.268 -6.876 1.469
C 1.381 -6.361 0.015
Cl 1.683 -7.782 -1.104
H 1.151 -6.110 2.237
H 0.361 -7.473 1.567
H 2.242 -5.692 -0.011
H 0.488 -5.884 -0.390
Cl -6.768 -0.877 -1.537
C -5.587 -2.122 -1.951
C -4.764 -2.517 -0.705
Cl -5.618 -2.823 0.846
H -5.071 -1.988 -2.901
H -6.239 -2.955 -2.212
H -3.909 -1.870 -0.512
H -4.289 -3.416 -1.100
Cl 7.104 -2.398 2.518
C 5.688 -1.969 1.527
C 5.774 -0.404 1.383
Cl 5.853 0.526 2.920
H 4.822 -2.444 1.988
H 5.686 -2.348 0.505
H 5.017 0.062 0.753
H 6.671 -0.193 0.802
Cl -2.025 -4.387 -4.937
C -0.370 -4.459 -5.612
C -0.352 -4.425 -7.126
Cl -1.502 -5.626 -7.741
H 0.111 -5.322 -5.150
H 0.218 -3.676 -5.133
H 0.669 -4.623 -7.449
H -0.543 -3.456 -7.586
Cl 1.057 -0.432 6.748
C 0.653 -1.544 5.433
C -0.553 -0.958 4.506
Cl -2.052 -0.646 5.378
H 0.543 -2.519 5.909
H 1.561 -1.722 4.857
H -0.808 -1.639 3.694
H -0.249 -0.046 3.993

HOMO, eV: -9.7
Total charge: 0
Frontier orbital gap, eV: 7.420

Here are the Löwdin charges for atoms 1 to 6, given in e:
1 Cs 0.94
2 B -1.41
3 F 0.13
4 F 0.07
5 F 0.11
6 F 0.12


6.
Here is a structure of composition C18H36BrIrN2O8Si from the Open Molecules 2025 dataset. Energies are from ωB97M-V with the def2-TZVPD basis set.

Cartesian coordinates (Å):
Ir 0.072 -0.158 -0.123
O -2.111 -0.818 -0.591
C -2.733 -0.759 0.703
C -2.492 0.586 1.345
N -1.055 0.958 1.348
C -0.890 2.380 0.940
C -1.103 2.493 -0.554
O -1.608 3.435 -1.111
O -0.696 1.405 -1.149
C -0.279 0.736 2.592
C 1.202 0.918 2.236
O 1.993 1.412 2.997
O 1.558 0.506 1.027
H -2.395 -0.090 -1.165
H -2.269 -1.553 1.276
H -3.802 -0.959 0.616
H -2.893 0.604 2.362
H -3.022 1.350 0.772
H 0.131 2.689 1.163
H -1.580 3.031 1.479
H -0.441 -0.270 2.947
H -0.549 1.451 3.372
O 0.796 -3.756 1.588
N 0.394 -2.652 1.345
O -0.358 -1.990 2.055
O 0.769 -2.081 0.222
C 6.231 -0.256 -2.329
C 4.803 0.018 -1.815
C 4.760 1.436 -1.227
C 4.505 -0.941 -0.651
Si 3.584 -0.164 -3.274
Br 1.530 -0.358 -2.183
C 3.296 1.405 -4.329
C 2.401 1.109 -5.540
C 4.667 1.886 -4.845
C 2.631 2.556 -3.558
C 3.656 -1.817 -4.231
C 3.967 -2.983 -3.282
C 4.783 -1.715 -5.278
C 2.355 -2.182 -4.961
H 6.940 -0.058 -1.520
H 6.511 0.383 -3.170
H 6.369 -1.293 -2.635
H 5.443 1.473 -0.374
H 3.764 1.692 -0.858
H 5.079 2.203 -1.932
H 5.264 -0.778 0.120
H 4.539 -1.991 -0.931
H 3.532 -0.746 -0.199
H 2.853 0.404 -6.237
H 2.239 2.045 -6.084
H 1.422 0.727 -5.243
H 5.182 1.133 -5.445
H 5.336 2.186 -4.038
H 4.512 2.762 -5.483
H 1.659 2.277 -3.151
H 2.469 3.379 -4.262
H 3.244 2.937 -2.745
H 4.943 -2.895 -2.806
H 3.973 -3.909 -3.867
H 3.210 -3.090 -2.503
H 5.756 -1.494 -4.836
H 4.577 -0.956 -6.034
H 4.869 -2.675 -5.796
H 1.508 -2.257 -4.280
H 2.495 -3.163 -5.424
H 2.092 -1.483 -5.752

HOMO, eV: -9.1
Total charge: 0
Frontier orbital gap, eV: 8.434

Here are the natural (NBO) charges for atoms 1 to 6, given in e:
1 Ir 1.31
2 O -0.70
3 C -0.10
4 C -0.26
5 N -0.36
6 C -0.36


7.
Here is a structure of composition C18H36CaF12O18P2 from the Open Molecules 2025 dataset. Energies are from ωB97M-V with the def2-TZVPD basis set.

Cartesian coordinates (Å):
Ca 6.077 -6.034 -6.876
P 11.384 -8.285 -7.145
F 11.109 -9.785 -6.488
F 12.914 -8.792 -7.362
F 11.015 -9.026 -8.585
F 11.565 -6.716 -7.893
F 9.851 -7.843 -6.854
F 11.620 -7.633 -5.668
P 2.912 -4.856 -11.547
F 2.049 -4.167 -12.778
F 1.529 -4.729 -10.741
F 2.640 -6.282 -12.239
F 3.742 -5.507 -10.328
F 4.357 -4.773 -12.382
F 3.230 -3.381 -11.051
C -1.769 -7.113 -6.206
O -0.432 -7.142 -5.981
C 0.457 -7.800 -6.698
O 1.687 -7.687 -6.511
O -0.118 -8.795 -7.451
C 0.678 -9.747 -8.111
H -2.267 -6.346 -5.613
H -2.250 -8.024 -5.850
H -2.075 -7.009 -7.247
H 0.213 -10.537 -8.701
H 1.330 -10.180 -7.353
H 1.366 -9.252 -8.797
C 7.542 -9.417 -1.237
O 6.357 -9.017 -0.715
C 5.477 -8.325 -1.454
O 5.579 -8.019 -2.633
O 4.402 -8.128 -0.739
C 3.150 -7.722 -1.350
H 7.441 -10.177 -2.012
H 8.236 -9.685 -0.441
H 7.998 -8.655 -1.870
H 2.388 -7.525 -0.595
H 2.666 -8.645 -1.670
H 3.190 -7.029 -2.191
C 1.067 -1.515 -5.922
O 2.241 -0.847 -5.357
C 3.273 -1.630 -4.903
O 3.504 -2.780 -5.187
O 3.982 -0.844 -4.182
C 3.518 0.232 -3.401
H 0.437 -2.092 -5.245
H 1.452 -2.190 -6.687
H 0.407 -0.726 -6.283
H 4.193 0.160 -2.549
H 2.442 0.268 -3.230
H 3.887 1.045 -4.025
C 6.243 -11.952 -6.658
O 6.297 -12.018 -8.076
C 6.366 -10.921 -8.853
O 6.050 -9.807 -8.561
O 6.805 -11.341 -10.052
C 7.014 -10.488 -11.134
H 5.245 -11.991 -6.221
H 6.620 -10.978 -6.347
H 6.919 -12.688 -6.223
H 6.950 -11.077 -12.049
H 7.958 -9.948 -11.057
H 6.252 -9.710 -11.189
C 10.775 -0.939 -3.648
O 9.960 -1.977 -4.109
C 9.246 -2.834 -3.412
O 8.577 -3.716 -3.929
O 9.466 -2.655 -2.085
C 8.724 -3.410 -1.128
H 10.357 -0.576 -2.709
H 10.690 -0.077 -4.311
H 11.788 -1.306 -3.486
H 7.863 -3.916 -1.566
H 8.340 -2.640 -0.459
H 9.292 -4.216 -0.665
C 8.160 -0.676 -8.876
O 8.608 -1.297 -10.076
C 8.518 -2.629 -10.164
O 8.007 -3.411 -9.383
O 9.122 -2.943 -11.251
C 9.340 -4.299 -11.544
H 8.942 -0.156 -8.322
H 7.586 -1.353 -8.243
H 7.490 0.151 -9.107
H 10.261 -4.671 -11.094
H 9.729 -4.584 -12.521
H 8.521 -4.976 -11.303

HOMO, eV: -10.6
Total charge: 0
Frontier orbital gap, eV: 5.810

Here are the Löwdin charges for atoms 1 to 6, given in e:
1 Ca 1.90
2 P 0.28
3 F -0.22
4 F -0.17
5 F -0.21
6 F -0.25